1.
Below is one molecule with the formula C18H20N2O3, with properties calculated with ωB97M-V/def2-TZVPD.

Output
HOMO-LUMO gap = 8.91 eV
electronic energy = -1033.19770 hartree
LUMO energy = 0.52 eV
SMILES = CC(C)CC(=O)Nc1ccc(C(=O)Nc2cccc(O)c2)cc1
energy relative to the best compared isomer or geometry (same formula, charge and spin) = 33.8 kJ/mol
HOMO level = -8.39 eV

```
43
Properties=species:S:1:pos:R:3:lowdin_charge:R:1
C 4.083 3.551 1.051 -0.070
C 3.591 3.274 2.469 -0.435
C 3.665 4.537 3.321 -0.082
C 2.157 2.735 2.440 -0.099
C 2.083 1.323 1.880 -0.452
O 3.042 0.600 1.752 0.085
N 0.799 0.964 1.564 0.125
C 0.319 -0.249 1.069 -0.211
C 1.142 -1.342 0.809 0.009
C 0.594 -2.513 0.324 -0.001
C -0.769 -2.611 0.062 -0.174
C -1.326 -3.906 -0.407 -0.435
O -1.001 -4.973 0.076 0.083
N -2.290 -3.863 -1.377 0.137
C -2.661 -2.829 -2.239 -0.255
C -1.757 -1.868 -2.681 -0.037
C -2.183 -0.872 -3.541 -0.067
C -3.490 -0.822 -3.985 -0.024
C -4.392 -1.797 -3.569 -0.323
O -5.667 -1.735 -4.032 0.058
C -3.975 -2.796 -2.700 0.033
C -1.593 -1.524 0.340 -0.032
C -1.053 -0.358 0.839 -0.011
H 5.107 3.914 1.070 0.078
H 4.055 2.640 0.458 0.074
H 3.461 4.303 0.569 0.081
H 4.228 2.502 2.912 0.136
H 3.350 4.337 4.343 0.075
H 4.684 4.915 3.348 0.076
H 3.024 5.314 2.908 0.079
H 1.758 2.700 3.458 0.130
H 1.521 3.401 1.851 0.125
H 0.083 1.659 1.723 0.141
H 2.200 -1.270 0.997 0.101
H 1.225 -3.368 0.135 0.124
H -2.762 -4.749 -1.518 0.157
H -0.728 -1.908 -2.363 0.115
H -1.478 -0.128 -3.879 0.108
H -3.830 -0.052 -4.657 0.114
H -6.186 -2.467 -3.677 0.107
H -4.675 -3.556 -2.374 0.121
H -2.658 -1.593 0.177 0.124
H -1.700 0.481 1.058 0.112
```



2.
Below is one molecule with the formula C18H20N2O4S in a non-equilibrium geometry, with properties calculated with ωB97M-V/def2-TZVPD.

Output
HOMO-LUMO gap = 9.11 eV
electronic energy = -1506.53230 hartree
LUMO energy = 0.52 eV
SMILES = COc1ccc(S(=O)(=O)N(C)c2ccc(C(=O)NC3CC3)cc2)cc1
energy relative to the best compared isomer or geometry (same formula, charge and spin) = 267.7 kJ/mol
HOMO level = -8.59 eV

```
45
Properties=species:S:1:pos:R:3:lowdin_charge:R:1
C -1.969 -4.907 -0.416 -0.077
O -2.202 -3.952 0.595 -0.072
C -2.530 -2.690 0.241 -0.265
C -2.660 -2.239 -1.072 0.004
C -2.990 -0.917 -1.314 -0.049
C -3.190 -0.050 -0.261 -0.291
S -3.579 1.668 -0.558 0.705
O -3.557 1.926 -1.965 -0.276
O -4.763 2.030 0.164 -0.281
N -2.294 2.475 0.205 -0.204
C -2.605 3.255 1.378 -0.083
C -1.005 2.013 -0.012 -0.258
C 0.006 2.165 0.940 -0.011
C 1.271 1.657 0.716 -0.028
C 1.572 0.982 -0.462 -0.137
C 2.906 0.398 -0.779 -0.447
O 3.269 0.186 -1.918 0.076
N 3.684 0.111 0.300 0.094
C 4.984 -0.467 0.181 -0.299
C 6.114 0.175 0.929 -0.105
C 6.042 0.293 -0.561 -0.098
C 0.576 0.882 -1.433 0.008
C -0.686 1.385 -1.221 -0.015
C -3.080 -0.487 1.048 -0.042
C -2.750 -1.800 1.300 0.021
H -1.725 -5.831 0.105 0.095
H -1.128 -4.618 -1.054 0.098
H -2.860 -5.064 -1.032 0.097
H -2.505 -2.903 -1.907 0.108
H -3.099 -0.548 -2.322 0.120
H -2.031 4.183 1.371 0.102
H -2.406 2.708 2.305 0.091
H -3.666 3.487 1.328 0.079
H -0.186 2.687 1.863 0.100
H 2.028 1.823 1.470 0.109
H 3.301 0.202 1.227 0.130
H 4.983 -1.550 0.088 0.144
H 6.866 -0.464 1.366 0.094
H 5.890 1.053 1.517 0.098
H 6.738 -0.266 -1.166 0.101
H 5.760 1.244 -0.985 0.105
H 0.825 0.402 -2.368 0.122
H -1.430 1.330 -1.996 0.092
H -3.264 0.204 1.855 0.119
H -2.656 -2.173 2.307 0.123
```



3.
Below is one molecule with the formula C18H20N2OS, with properties calculated with ωB97M-V/def2-TZVPD.

Output
HOMO-LUMO gap = 8.39 eV
electronic energy = -1280.86647 hartree
LUMO energy = 0.62 eV
SMILES = Cc1ccc2nc(SCCCCOc3ccccc3)[nH]c2c1
energy relative to the best compared isomer or geometry (same formula, charge and spin) = 43.7 kJ/mol
HOMO level = -7.78 eV

```
42
Properties=species:S:1:pos:R:3:lowdin_charge:R:1
C -5.304 -0.568 -0.127 -0.057
C -3.914 -0.096 0.180 -0.291
C -3.228 -0.654 1.267 -0.068
C -1.946 -0.280 1.607 -0.024
C -1.333 0.693 0.829 -0.234
N -0.083 1.253 0.927 0.128
C -0.019 2.117 -0.043 -0.673
S 1.357 3.115 -0.410 0.957
C 2.622 2.199 0.533 -0.464
C 2.838 0.833 -0.094 -0.291
C 3.849 -0.017 0.670 -0.160
C 3.902 -1.459 0.147 -0.193
O 2.801 -2.232 0.574 -0.042
C 1.604 -2.208 -0.082 -0.273
C 1.386 -1.743 -1.374 -0.039
C 0.112 -1.779 -1.916 -0.080
C -0.951 -2.292 -1.198 -0.102
C -0.730 -2.789 0.076 -0.099
C 0.531 -2.745 0.631 -0.007
N -1.155 2.179 -0.802 0.117
C -2.027 1.265 -0.260 -0.193
C -3.312 0.879 -0.597 0.013
H -5.307 -1.639 -0.325 0.079
H -5.709 -0.054 -0.996 0.071
H -5.963 -0.387 0.721 0.080
H -3.732 -1.407 1.855 0.111
H -1.429 -0.719 2.445 0.114
H 3.517 2.819 0.503 0.078
H 2.252 2.113 1.553 0.078
H 3.166 0.958 -1.129 0.115
H 1.877 0.319 -0.090 0.070
H 4.846 0.421 0.592 0.117
H 3.571 -0.051 1.725 0.124
H 4.770 -1.966 0.580 0.126
H 4.010 -1.470 -0.943 0.117
H 2.193 -1.343 -1.968 0.104
H -0.043 -1.399 -2.916 0.104
H -1.943 -2.304 -1.624 0.100
H -1.549 -3.204 0.643 0.104
H 0.718 -3.118 1.626 0.118
H -1.309 2.786 -1.589 0.152
H -3.828 1.324 -1.436 0.113
```



4.
Below is one molecule with the formula C18H20N2OS in a non-equilibrium geometry, with properties calculated with ωB97M-V/def2-TZVPD.

Output
HOMO-LUMO gap = 7.56 eV
electronic energy = -1280.73707 hartree
LUMO energy = 0.26 eV
SMILES = COc1c(C)cnc(/C=C/[C@@]2(C)Nc3ccccc3S2)c1C
energy relative to the best compared isomer or geometry (same formula, charge and spin) = 383.5 kJ/mol
HOMO level = -7.30 eV

```
42
Properties=species:S:1:pos:R:3:lowdin_charge:R:1
C -3.084 4.536 -0.429 -0.055
O -2.735 3.438 0.449 -0.132
C -1.415 3.093 0.610 -0.175
C -0.452 3.816 1.376 -0.183
C -0.977 4.980 2.266 -0.033
C 0.827 3.351 1.535 -0.115
N 1.188 2.161 1.047 0.107
C 0.262 1.409 0.316 -0.223
C 0.759 0.117 -0.075 -0.057
C 1.941 -0.354 0.367 -0.043
C 2.293 -1.841 0.119 -0.787
C 3.559 -2.180 0.826 -0.085
N 1.206 -2.658 0.529 0.029
C 0.670 -3.556 -0.300 -0.372
C -0.401 -4.420 -0.198 -0.044
C -0.682 -5.457 -1.091 -0.078
C 0.032 -5.454 -2.344 -0.112
C 0.922 -4.416 -2.610 -0.072
C 1.246 -3.503 -1.508 -0.443
S 2.445 -2.215 -1.629 1.039
C -1.053 1.818 0.004 -0.134
C -1.981 1.039 -0.874 -0.043
H -4.197 4.584 -0.166 0.110
H -3.057 4.326 -1.539 0.103
H -2.662 5.497 -0.071 0.080
H -1.672 4.625 3.047 0.093
H -0.035 5.446 2.728 0.094
H -1.318 5.794 1.667 0.042
H 1.565 3.970 2.044 0.115
H 0.048 -0.572 -0.586 0.120
H 2.646 0.342 0.824 0.111
H 3.782 -3.240 0.461 0.109
H 3.472 -2.058 1.900 0.093
H 4.221 -1.570 0.297 0.051
H 0.471 -2.313 1.220 0.189
H -1.026 -4.281 0.679 0.106
H -1.407 -6.248 -0.809 0.106
H -0.146 -6.229 -3.090 0.092
H 1.316 -4.313 -3.626 0.101
H -2.840 1.637 -1.243 0.076
H -1.299 0.800 -1.752 0.104
H -2.435 0.096 -0.374 0.119
```



5.
Below is one molecule with the formula C18H20N4O3S in a non-equilibrium geometry, with properties calculated with ωB97M-V/def2-TZVPD.

Output
HOMO-LUMO gap = 8.07 eV
electronic energy = -1540.89292 hartree
LUMO energy = 0.38 eV
SMILES = NC(=O)Nc1sc(-c2ccccc2)cc1C(=O)N[C@@H]1CCCCNC1=O
energy relative to the best compared isomer or geometry (same formula, charge and spin) = 68.2 kJ/mol
HOMO level = -7.70 eV

```
46
Properties=species:S:1:pos:R:3:lowdin_charge:R:1
N 3.696 0.862 2.111 0.148
C 3.132 0.714 0.864 -0.619
O 3.579 1.394 -0.032 0.020
N 1.941 0.058 0.700 0.103
C 1.391 -0.413 -0.510 -0.454
S 2.062 -0.190 -2.097 1.140
C 0.832 -1.252 -2.795 -0.439
C 0.797 -1.643 -4.205 -0.218
C 1.839 -1.235 -5.053 -0.070
C 1.783 -1.471 -6.386 -0.101
C 0.743 -2.174 -6.936 -0.108
C -0.317 -2.622 -6.177 -0.083
C -0.278 -2.388 -4.797 -0.016
C -0.089 -1.656 -1.823 -0.023
C 0.207 -1.099 -0.503 -0.177
C -0.671 -1.229 0.661 -0.466
O -0.999 -2.275 1.109 0.132
N -0.900 -0.042 1.359 0.120
C -0.850 -0.044 2.837 -0.208
C -2.270 0.010 3.426 -0.144
C -3.162 1.181 3.007 -0.205
C -2.694 2.546 3.539 -0.192
C -1.332 3.002 2.998 -0.186
N -0.241 2.310 3.652 0.073
C 0.094 0.987 3.473 -0.386
O 1.279 0.758 3.650 0.024
H 3.092 0.719 2.947 0.076
H 4.467 1.552 2.132 0.124
H 1.560 -0.383 1.544 0.139
H 2.685 -0.722 -4.592 0.089
H 2.599 -1.152 -7.013 0.107
H 0.771 -2.443 -7.986 0.103
H -1.106 -3.223 -6.598 0.100
H -1.140 -2.742 -4.224 0.105
H -0.902 -2.347 -2.009 0.114
H -0.595 0.798 0.894 0.133
H -0.460 -1.012 3.164 0.150
H -2.772 -0.889 3.083 0.114
H -2.192 -0.084 4.502 0.120
H -3.294 1.234 1.918 0.111
H -4.184 1.002 3.398 0.115
H -2.717 2.562 4.649 0.121
H -3.516 3.262 3.233 0.122
H -1.237 4.094 3.178 0.130
H -1.236 2.824 1.928 0.111
H 0.609 2.864 3.780 0.152
```



6.
Below is one molecule with the formula C18H20N4O4S in a non-equilibrium geometry, with properties calculated with ωB97M-V/def2-TZVPD.

Output
HOMO-LUMO gap = 8.67 eV
electronic energy = -1616.05466 hartree
LUMO energy = 0.56 eV
SMILES = COc1ccccc1OCCSc1nnc(CNC(=O)c2ccco2)n1C
energy relative to the best compared isomer or geometry (same formula, charge and spin) = 295.2 kJ/mol
HOMO level = -8.12 eV

```
47
Properties=species:S:1:pos:R:3:lowdin_charge:R:1
C 0.424 3.141 0.090 -0.079
O 1.729 2.615 0.092 -0.061
C 2.004 1.569 -0.721 -0.224
C 1.181 1.101 -1.736 -0.027
C 1.570 0.022 -2.515 -0.109
C 2.780 -0.602 -2.290 -0.107
C 3.612 -0.149 -1.276 -0.036
C 3.237 0.923 -0.487 -0.215
O 4.010 1.458 0.516 -0.033
C 4.674 0.589 1.397 -0.248
C 3.724 -0.140 2.350 -0.387
S 3.053 -1.685 1.642 0.982
C 1.486 -1.133 1.139 -0.632
N 0.858 -0.074 1.569 0.042
N -0.316 -0.012 0.920 0.070
C -0.395 -1.034 0.114 -0.295
C -1.524 -1.324 -0.807 -0.094
N -2.666 -0.509 -0.485 0.088
C -3.869 -1.073 -0.204 -0.429
O -4.105 -2.255 -0.372 0.073
C -4.877 -0.119 0.277 -0.185
C -6.190 -0.327 0.613 0.012
C -6.695 0.925 1.021 -0.049
C -5.658 1.802 0.906 -0.106
O -4.557 1.186 0.458 0.049
N 0.736 -1.795 0.208 -0.043
C 1.050 -3.003 -0.495 -0.024
H -0.307 2.364 0.336 0.069
H 0.174 3.603 -0.872 0.092
H 0.417 3.904 0.866 0.096
H 0.226 1.568 -1.919 0.108
H 0.919 -0.325 -3.305 0.102
H 3.088 -1.439 -2.898 0.103
H 4.554 -0.646 -1.102 0.111
H 5.321 1.246 1.985 0.130
H 5.305 -0.138 0.869 0.109
H 2.863 0.482 2.594 0.078
H 4.253 -0.437 3.254 0.076
H -1.202 -1.139 -1.843 0.127
H -1.839 -2.371 -0.727 0.129
H -2.474 0.429 -0.168 0.127
H -6.708 -1.262 0.567 0.119
H -7.689 1.144 1.354 0.103
H -5.584 2.853 1.106 0.123
H 0.904 -2.855 -1.566 0.093
H 2.091 -3.258 -0.302 0.070
H 0.410 -3.819 -0.154 0.103
```



7.
Below is C18H20N5O3SSc as an isolated structure, with properties calculated with ωB97M-V/def2-TZVPD.

Output
HOMO-LUMO gap = 7.37 eV
charge = +2
electronic energy = -2355.95872 hartree
LUMO energy = -7.07 eV
energy relative to the best compared isomer or geometry (same formula, charge and spin) = 0.0 kJ/mol
HOMO level = -14.44 eV

```
48
Properties=species:S:1:pos:R:3:lowdin_charge:R:1
Sc 0.147 -1.196 0.935 1.101
C -0.568 -5.314 -0.131 0.022
C -0.041 -3.948 -0.504 -0.448
C -0.023 -3.691 -1.999 0.021
O -0.884 -2.892 0.156 -0.106
C 1.348 -3.674 0.087 -0.503
O 2.181 -4.505 0.268 0.189
O 1.537 -2.374 0.394 -0.170
H -1.420 -5.586 -0.754 0.107
H -0.853 -5.357 0.920 0.110
H 0.222 -6.046 -0.292 0.115
H -1.025 -3.792 -2.415 0.108
H 0.611 -4.440 -2.474 0.124
H 0.378 -2.705 -2.240 0.098
H -1.821 -3.073 -0.012 0.148
C 3.779 1.229 4.184 0.006
N 3.937 -0.054 3.499 -0.107
C 5.124 -0.754 3.415 0.000
C 4.865 -1.905 2.760 -0.007
N 3.522 -1.894 2.464 0.106
C 2.963 -0.763 2.914 -0.656
S 1.299 -0.236 2.917 0.692
H 4.742 1.731 4.186 0.107
H 3.443 1.065 5.206 0.112
H 3.058 1.838 3.648 0.080
H 6.038 -0.364 3.827 0.144
H 5.504 -2.720 2.472 0.142
H 3.040 -2.593 1.915 0.131
N -4.530 6.172 -5.584 0.201
C -4.092 5.511 -4.754 -0.159
C -3.544 4.683 -3.716 -0.200
C -4.128 4.681 -2.451 0.013
C -3.603 3.880 -1.452 0.010
C -2.494 3.099 -1.732 -0.181
C -1.895 3.097 -2.983 0.002
C -2.430 3.890 -3.982 0.008
N -1.953 2.264 -0.695 0.011
C -1.861 2.589 0.643 0.009
C -1.306 1.522 1.261 -0.112
N -1.056 0.530 0.314 -0.083
C -1.463 1.035 -0.852 -0.098
H -4.995 5.296 -2.258 0.137
H -4.077 3.851 -0.480 0.125
H -1.003 2.518 -3.177 0.121
H -1.979 3.911 -4.964 0.135
H -2.171 3.549 1.015 0.146
H -1.071 1.407 2.307 0.096
H -1.450 0.528 -1.803 0.155
```



8.
Below is C18H20N6OPdS as an isolated structure, with properties calculated with ωB97M-V/def2-TZVPD.

Output
HOMO-LUMO gap (spin up / spin down) = 6.05 / 6.05 eV
charge = +2
electronic energy = -1627.05591 hartree
LUMO energy (spin up / spin down) = -9.09 / -9.09 eV
HOMO level (spin up / spin down) = -15.13 / -15.13 eV

```
47
Properties=species:S:1:pos:R:3:lowdin_charge:R:1
Pd -0.141 0.990 -0.840 1.259
S 1.014 -2.657 1.289 1.238
C -0.233 -3.114 0.161 -0.415
C -0.777 -4.377 -0.058 -0.043
C -1.768 -4.488 -1.011 -0.030
C -2.215 -3.372 -1.734 -0.031
C -1.680 -2.120 -1.521 -0.012
C -0.679 -2.006 -0.562 -0.290
N 0.003 -0.861 -0.174 -0.034
C 0.909 -1.047 0.766 -0.524
C 1.637 0.128 1.193 -0.240
C 2.613 0.229 2.177 0.019
C 3.175 1.470 2.450 -0.019
C 2.778 2.603 1.754 -0.013
C 1.798 2.535 0.753 -0.040
C 1.282 1.297 0.534 -0.148
H -0.438 -5.239 0.499 0.129
H -2.211 -5.455 -1.203 0.127
H -2.998 -3.499 -2.469 0.125
H -2.038 -1.256 -2.069 0.116
H 2.926 -0.651 2.725 0.133
H 3.931 1.555 3.218 0.130
H 3.218 3.565 1.982 0.132
H 1.481 3.422 0.220 0.130
N 4.239 -0.902 -3.200 0.175
N 3.094 -0.163 -3.065 -0.249
N 2.520 0.424 -4.092 0.176
C 1.423 0.915 -3.546 -0.134
N 1.369 0.610 -2.240 -0.108
N 2.455 -0.091 -1.947 0.123
H 4.653 -0.686 -4.100 0.127
H 4.870 -0.711 -2.429 0.123
H 0.681 1.477 -4.089 0.132
C -3.165 0.238 1.065 -0.015
C -2.391 1.541 1.199 -0.652
C -1.553 1.591 2.459 -0.015
C -3.335 2.753 1.111 -0.003
O -1.594 1.713 0.010 -0.237
H -3.846 0.118 1.907 0.108
H -2.483 -0.616 1.065 0.071
H -3.752 0.228 0.146 0.098
H -2.203 1.580 3.332 0.108
H -0.949 2.497 2.496 0.095
H -0.906 0.713 2.526 0.079
H -4.037 2.687 1.942 0.108
H -3.896 2.745 0.179 0.097
H -2.779 3.685 1.192 0.096
```



> What is the electronic energy in the seventh record?

-2355.95872 hartree



> Among the records above, which one has the lowest electronic energy?

C18H20N5O3SSc